Entry 1:
# C2H5O2P

A single C2H5O2P molecule in a non-equilibrium geometry (ωB97M-V/def2-TZVPD, the OMol25 dataset).

Cartesian coordinates (Å):
C: 0.832 -0.601 -0.431
C: 0.347 0.829 -0.177
O: -2.812 0.460 -0.419
O: -0.227 -1.292 0.236
P: -1.095 0.088 0.582
H: 1.006 -1.155 -1.449
H: 1.685 -0.930 0.125
H: 1.048 1.129 0.646
H: 0.041 1.318 -1.137
H: -0.825 0.154 2.023

The value obtained for the HOMO energy is -9.60 eV. Its charge is 0. Its total energy is -570.8805 hartree. For the energy relative to the best compared isomer or geometry (same formula, charge and spin), the calculation gives 4.204 eV. The value obtained for the frontier orbital gap is 9.449 eV. The LUMO energy is -0.16 eV.

=====

Entry 2:
# C2H5O2S

A molecular structure, C2H5O2S in a non-equilibrium geometry (ωB97M-V/def2-TZVPD, the OMol25 dataset).

Cartesian coordinates (Å):
C: 1.217 -0.491 -0.156
C: 0.290 0.660 0.118
O: -1.993 -1.299 0.379
O: -2.696 1.060 0.193
S: -1.876 -0.035 -0.389
H: 2.271 -0.178 -0.254
H: 1.160 -1.224 0.645
H: 0.936 -0.986 -1.085
H: 0.404 1.478 -0.590
H: 0.287 1.015 1.140

The value obtained for the HOMO energy is -2.53 eV. Its charge is -1. Its total energy is -627.8750 hartree. For the energy relative to the best compared isomer or geometry (same formula, charge and spin), the calculation gives 1.790 eV. The value obtained for the frontier orbital gap is 6.783 eV. The LUMO energy is 4.25 eV.

=====

Entry 3:
# C2H5O2S2

2 unconnected molecules or ions with the total composition C2H5O2S2 in a non-equilibrium geometry (ωB97M-V/def2-TZVPD, the OMol25 dataset).

Cartesian coordinates (Å):
O: -1.937 -1.189 0.788
C: -0.992 -1.900 0.414
O: 0.244 -1.627 0.508
H: -1.313 -2.882 -0.075
C: -0.439 1.096 -0.266
S: 1.012 2.003 0.354
S: 2.590 1.279 -0.836
H: -0.921 1.648 -1.098
H: -1.215 1.001 0.504
H: -0.045 0.100 -0.471
H: 3.017 0.470 0.178

The value obtained for the HOMO energy is -4.37 eV. Its charge is -1. Its total energy is -1026.1091 hartree. For the energy relative to the best compared isomer or geometry (same formula, charge and spin), the calculation gives 0.781 eV. The value obtained for the frontier orbital gap is 7.525 eV. The LUMO energy is 3.15 eV.

=====

Entry 4:
# C2H5O3Rb

A molecular structure, C2H5O3Rb in a non-equilibrium geometry (ωB97M-V/def2-TZVPD, the OMol25 dataset).

Cartesian coordinates (Å):
H: 2.546 1.580 1.042
O: 0.537 1.286 1.394
O: 0.879 0.144 1.900
C: 1.582 1.895 0.626
H: 1.423 2.972 0.727
Rb: -1.498 -2.308 2.346
O: -2.007 -2.114 -0.778
C: -1.737 -1.677 -1.882
H: -2.511 -1.662 -2.674
H: 1.478 1.566 -0.453
H: -0.691 -1.682 -2.247

The value obtained for the HOMO energy (spin up / spin down) is -13.81 / -13.72 eV. Its charge is +1. Its total energy is -328.6420 hartree. Its spin multiplicity is 2. For the energy relative to the best compared isomer or geometry (same formula, charge and spin), the calculation gives 0.254 eV. The value obtained for the frontier orbital gap (spin up / spin down) is 10.257 / 9.695 eV. As for the expectation value of S²: 0.7540. The LUMO energy (spin up / spin down) is -3.55 / -4.03 eV.

=====

Entry 5:
# C2H5O5S

2 unconnected molecules or ions with the total composition C2H5O5S in a non-equilibrium geometry (ωB97M-V/def2-TZVPD, the OMol25 dataset).

Cartesian coordinates (Å):
C: -0.848 -1.580 -1.469
C: -0.057 0.535 1.777
O: 1.670 2.768 0.004
O: 0.778 1.035 -1.514
O: 1.120 -0.096 1.407
O: -0.571 0.395 2.880
O: -0.473 1.400 0.931
S: 0.520 2.164 -0.665
H: -1.944 -1.613 -1.631
H: -0.321 -2.454 -1.952
H: -0.583 -0.638 -1.619
H: -0.893 -1.795 -0.368
H: 1.603 -0.123 2.219

The value obtained for the HOMO energy is -5.18 eV. Its charge is -1. Its total energy is -853.6725 hartree. For the energy relative to the best compared isomer or geometry (same formula, charge and spin), the calculation gives 0.000 eV. The value obtained for the frontier orbital gap is 8.943 eV. The LUMO energy is 3.77 eV.

=====

Entry 6:
# C2H5OP

A single C2H5OP molecule in a non-equilibrium geometry (ωB97M-V/def2-TZVPD, the OMol25 dataset).

Cartesian coordinates (Å):
O: -0.658 2.567 -0.916
P: -0.734 1.144 -0.549
C: -0.045 0.263 0.756
C: 0.517 -0.254 -0.693
H: -1.797 0.365 -0.892
H: -0.480 -0.383 1.495
H: 0.803 0.766 1.076
H: 1.538 -0.173 -0.873
H: 0.263 -1.213 -1.128

The value obtained for the HOMO energy is -9.84 eV. Its charge is 0. Its total energy is -495.7438 hartree. For the energy relative to the best compared isomer or geometry (same formula, charge and spin), the calculation gives 0.999 eV. The structure (SMILES) is O=[PH]1CC1. The value obtained for the frontier orbital gap is 10.897 eV. The LUMO energy is 1.06 eV.

=====

Entry 7:
# C2H5OP

A single C2H5OP molecule in a non-equilibrium geometry (ωB97M-V/def2-TZVPD, the OMol25 dataset).

Cartesian coordinates (Å):
C: -0.313 1.253 0.475
C: -0.176 0.042 -0.559
O: -0.413 0.273 -1.710
P: 0.814 -1.742 -0.662
H: 0.549 1.923 0.160
H: -0.158 1.063 1.497
H: -1.309 1.526 0.432
H: -0.430 -2.378 -0.275
H: 1.436 -1.959 0.641

The value obtained for the HOMO energy is -9.22 eV. Its charge is 0. Its total energy is -495.7252 hartree. For the energy relative to the best compared isomer or geometry (same formula, charge and spin), the calculation gives 1.505 eV. The structure (SMILES) is CC(=O)P. The value obtained for the frontier orbital gap is 9.962 eV. The LUMO energy is 0.74 eV.

=====

Entry 8:
# C2H5OPS

A single C2H5OPS molecule in a non-equilibrium geometry (ωB97M-V/def2-TZVPD, the OMol25 dataset).

Cartesian coordinates (Å):
C: -0.906 0.404 0.166
C: 1.096 -1.235 -0.010
O: -2.591 1.977 -0.925
P: 0.558 0.122 1.168
S: -1.328 1.987 -0.300
H: -1.550 -0.414 -0.058
H: 2.120 -1.030 -0.132
H: 0.399 -0.908 -0.899
H: 0.907 -2.273 0.317
H: 1.296 1.371 0.674

The value obtained for the HOMO energy is -8.56 eV. Its charge is 0. Its total energy is -893.8851 hartree. For the energy relative to the best compared isomer or geometry (same formula, charge and spin), the calculation gives 2.387 eV. The value obtained for the frontier orbital gap is 8.131 eV. The LUMO energy is -0.43 eV.

=====

Entry 9:
# C2H5OPS

2 unconnected molecules or ions with the total composition C2H5OPS in a non-equilibrium geometry (ωB97M-V/def2-TZVPD, the OMol25 dataset).

Cartesian coordinates (Å):
C: -0.593 -0.548 0.033
C: 0.513 0.405 -0.476
O: 0.845 0.385 2.835
P: -0.027 -0.745 2.549
S: 0.050 0.873 -2.275
H: -1.586 -0.089 0.187
H: -0.501 -1.621 -0.079
H: 1.529 -0.052 -0.356
H: 0.583 1.385 -0.074
H: -0.813 0.008 -2.344

The value obtained for the HOMO energy (spin up / spin down) is -7.96 / -7.96 eV. Its charge is 0. Its total energy is -893.8865 hartree. For the energy relative to the best compared isomer or geometry (same formula, charge and spin), the calculation gives 2.348 eV. The value obtained for the frontier orbital gap (spin up / spin down) is 6.769 / 6.769 eV. The LUMO energy (spin up / spin down) is -1.19 / -1.19 eV.

=====

Entry 10:
# C2H5P

2 unconnected molecules or ions with the total composition C2H5P in a non-equilibrium geometry (ωB97M-V/def2-TZVPD, the OMol25 dataset).

Cartesian coordinates (Å):
C: -0.039 -0.351 -0.381
C: -1.012 0.556 0.221
P: 2.356 -0.077 0.283
H: -0.326 -1.196 -0.983
H: -1.654 1.081 -0.466
H: -0.516 1.418 0.953
H: -1.646 -0.163 0.852
H: 2.837 -1.268 -0.480

The value obtained for the HOMO energy (spin up / spin down) is -8.12 / -8.83 eV. Its charge is 0. Its total energy is -420.3521 hartree. For the energy relative to the best compared isomer or geometry (same formula, charge and spin), the calculation gives 4.150 eV. The value obtained for the frontier orbital gap (spin up / spin down) is 7.167 / 9.233 eV. The LUMO energy (spin up / spin down) is -0.95 / 0.41 eV.

=====

Entry 11:
# C2H5P

A single C2H5P molecule in a non-equilibrium geometry (ωB97M-V/def2-TZVPD, the OMol25 dataset).

Cartesian coordinates (Å):
C: -1.974 -0.495 0.086
P: -0.699 0.550 0.045
C: 0.748 1.134 0.580
H: -2.723 0.028 -0.508
H: -1.802 -1.437 -0.390
H: -1.623 1.356 -0.436
H: 1.723 0.837 1.080
H: 0.413 1.849 1.331

The value obtained for the HOMO energy is -8.52 eV. Its charge is 0. Its total energy is -420.3538 hartree. For the energy relative to the best compared isomer or geometry (same formula, charge and spin), the calculation gives 4.103 eV. The structure (SMILES) is C=[PH]=C. The value obtained for the frontier orbital gap is 8.387 eV. The LUMO energy is -0.14 eV.

=====

Entry 12:
# C2H5P

A single C2H5P molecule in a non-equilibrium geometry (ωB97M-V/def2-TZVPD, the OMol25 dataset).

Cartesian coordinates (Å):
C: -0.298 -1.666 -0.525
C: 0.205 1.217 0.380
P: -0.413 0.431 -1.148
H: -0.511 -2.493 -1.102
H: -0.101 -1.568 0.513
H: 1.211 1.622 0.093
H: -0.339 2.036 0.744
H: 0.247 0.421 1.044

The value obtained for the HOMO energy (spin up / spin down) is -7.38 / -9.10 eV. Its charge is 0. Its total energy is -420.3792 hartree. Its spin multiplicity is 3. For the energy relative to the best compared isomer or geometry (same formula, charge and spin), the calculation gives 0.000 eV. The value obtained for the frontier orbital gap (spin up / spin down) is 8.601 / 7.828 eV. As for the expectation value of S²: 2.0081. The LUMO energy (spin up / spin down) is 1.23 / -1.27 eV.

=====

Please write out number 9 again, unchanged.
# C2H5OPS

2 unconnected molecules or ions with the total composition C2H5OPS in a non-equilibrium geometry (ωB97M-V/def2-TZVPD, the OMol25 dataset).

Cartesian coordinates (Å):
C: -0.593 -0.548 0.033
C: 0.513 0.405 -0.476
O: 0.845 0.385 2.835
P: -0.027 -0.745 2.549
S: 0.050 0.873 -2.275
H: -1.586 -0.089 0.187
H: -0.501 -1.621 -0.079
H: 1.529 -0.052 -0.356
H: 0.583 1.385 -0.074
H: -0.813 0.008 -2.344

The value obtained for the HOMO energy (spin up / spin down) is -7.96 / -7.96 eV. Its charge is 0. Its total energy is -893.8865 hartree. For the energy relative to the best compared isomer or geometry (same formula, charge and spin), the calculation gives 2.348 eV. The value obtained for the frontier orbital gap (spin up / spin down) is 6.769 / 6.769 eV. The LUMO energy (spin up / spin down) is -1.19 / -1.19 eV.